{"formula": "C36H90N6O12", "method": "wB97M-V/def2-TZVPD", "species": ["C", "O", "C", "C", "N", "C", "C", "O", "C", "H", "H", "H", "H", "H", "H", "H", "H", "H", "H", "H", "H", "H", "H", "H", "C", "O", "C", "C", "N", "C", "C", "O", "C", "H", "H", "H", "H", "H", "H", "H", "H", "H", "H", "H", "H", "H", "H", "H", "C", "O", "C", "C", "N", "C", "C", "O", "C", "H", "H", "H", "H", "H", "H", "H", "H", "H", "H", "H", "H", "H", "H", "H", "C", "O", "C", "C", "N", "C", "C", "O", "C", "H", "H", "H", "H", "H", "H", "H", "H", "H", "H", "H", "H", "H", "H", "H", "C", "O", "C", "C", "N", "C", "C", "O", "C", "H", "H", "H", "H", "H", "H", "H", "H", "H", "H", "H", "H", "H", "H", "H", "C", "O", "C", "C", "N", "C", "C", "O", "C", "H", "H", "H", "H", "H", "H", "H", "H", "H", "H", "H", "H", "H", "H", "H"], "positions_angstrom": [[-2.11867, 1.00767, -1.80160], [-2.19359, -0.26773, -1.31252], [-0.94198, -0.87563, -0.98690], [-1.23138, -2.10037, -0.18675], [-1.50246, -1.64488, 1.22737], [-2.30019, -2.68258, 1.94727], [-2.46229, -2.48280, 3.47302], [-3.64597, -1.78967, 3.66380], [-3.61747, -0.36443, 3.72364], [-2.00407, 1.68720, -0.95708], [-3.09997, 1.31706, -2.16138], [-1.30774, 1.31237, -2.46315], [-0.28437, -0.13587, -0.53039], [-0.60799, -1.27976, -1.94253], [-0.42491, -2.83361, -0.19503], [-2.07777, -2.67365, -0.56500], [-1.97006, -0.74977, 1.21208], [-1.97235, -3.70677, 1.76936], [-3.32126, -2.60713, 1.57332], [-1.58403, -2.03767, 3.94059], [-2.65355, -3.45106, 3.93561], [-4.66002, -0.06132, 3.82013], [-3.27276, 0.09701, 2.79825], [-2.96359, -0.00670, 4.51898], [-3.33410, 5.15650, -0.47334], [-3.53293, 4.68742, 0.88296], [-4.80163, 4.07354, 1.17252], [-4.90400, 3.47514, 2.60541], [-5.19703, 4.56943, 3.48150], [-4.20059, 4.76608, 4.58398], [-4.59653, 5.89799, 5.42829], [-4.51744, 7.05916, 4.69556], [-4.76831, 8.30360, 5.43211], [-2.26509, 5.11995, -0.68307], [-3.47200, 6.23660, -0.52320], [-3.94132, 4.61921, -1.20182], [-4.97382, 3.40911, 0.32577], [-5.40888, 4.95939, 0.98645], [-3.94815, 2.96386, 2.71953], [-5.72341, 2.75871, 2.66370], [-5.41077, 5.44667, 3.02889], [-3.18821, 5.02002, 4.26982], [-4.20371, 3.89761, 5.24264], [-3.84665, 5.96480, 6.21652], [-5.56548, 5.85779, 5.92591], [-4.40193, 9.25987, 5.05872], [-4.35276, 8.26605, 6.43909], [-5.83850, 8.51045, 5.43553], [0.57314, 3.08222, -4.00346], [1.45460, 3.56941, -5.02407], [1.37756, 5.00017, -5.24299], [2.50981, 5.50353, -6.27379], [3.80826, 4.99984, -5.76700], [4.95640, 5.16733, -6.65237], [6.29452, 4.85832, -5.92570], [6.35807, 3.42371, -5.72769], [7.26822, 2.79581, -6.63742], [0.58963, 2.00054, -4.13687], [-0.43666, 3.36557, -4.30029], [0.76498, 3.21333, -2.93851], [1.62239, 5.44053, -4.27643], [0.45068, 5.43857, -5.61286], [2.37723, 6.57885, -6.39309], [2.25850, 4.93436, -7.16877], [3.77972, 4.15136, -5.21986], [5.00944, 6.19885, -7.00058], [4.99274, 4.48572, -7.50219], [6.47677, 5.37337, -4.98251], [7.09931, 5.27798, -6.52927], [7.28572, 1.73177, -6.40159], [8.30227, 3.13494, -6.57553], [6.93026, 2.93764, -7.66395], [1.96674, -2.68632, 1.11019], [2.46571, -1.38911, 0.87343], [3.50240, -1.32640, -0.03366], [4.09904, 0.09013, 0.17770], [4.61727, 0.28646, 1.55664], [4.97772, 1.69847, 1.71751], [6.13428, 2.31910, 0.83396], [5.56999, 2.51659, -0.48105], [6.36858, 3.15396, -1.49111], [2.69470, -3.40500, 1.48658], [1.59832, -3.12562, 0.18317], [1.04514, -2.75577, 1.68806], [3.23970, -1.29503, -1.09106], [4.17716, -2.10598, 0.31997], [3.46770, 0.92524, -0.12578], [4.82629, 0.22470, -0.62298], [3.80676, -0.06108, 2.04897], [5.32962, 1.87031, 2.73473], [4.09509, 2.29441, 1.48532], [7.05718, 1.74977, 0.72340], [6.31889, 3.32865, 1.20116], [6.11278, 2.66392, -2.43055], [7.45837, 3.13523, -1.50149], [5.96930, 4.16496, -1.41015], [-4.77073, -3.86641, 7.83448], [-5.70360, -4.17716, 6.79441], [-5.08296, -4.03457, 5.52279], [-6.20258, -4.29834, 4.44377], [-5.70972, -4.01863, 3.10120], [-6.69256, -3.88951, 2.10727], [-6.04838, -3.50243, 0.74469], [-6.15711, -2.06827, 0.70260], [-5.84667, -1.28235, -0.35813], [-3.75971, -4.02553, 7.45951], [-4.83996, -4.42121, 8.77017], [-4.95961, -2.81114, 8.03158], [-4.19906, -4.66455, 5.42312], [-4.69180, -3.02242, 5.41966], [-7.05994, -3.68111, 4.71221], [-6.49390, -5.34835, 4.41714], [-4.99766, -3.30286, 3.07383], [-7.32517, -3.06958, 2.44729], [-7.33472, -4.74918, 1.91571], [-6.84149, -3.75339, 0.04035], [-5.00613, -3.74527, 0.53771], [-6.16542, -0.25388, -0.18859], [-6.12654, -1.76134, -1.29640], [-4.76008, -1.23221, -0.28794], [7.68895, -6.91776, -2.02003], [6.32306, -6.76014, -1.76095], [5.83933, -6.55071, -0.47348], [4.25187, -6.34271, -0.54936], [3.84962, -5.26466, -1.40648], [2.41353, -5.35889, -1.78869], [1.97899, -4.07376, -2.50506], [2.18554, -4.11280, -3.94015], [1.51347, -5.11631, -4.72636], [7.92132, -7.96971, -1.85414], [8.28344, -6.21360, -1.43795], [7.86660, -6.69127, -3.07134], [6.29692, -5.67385, -0.01541], [6.04539, -7.41550, 0.15722], [3.96430, -6.12653, 0.47956], [3.64586, -7.20189, -0.83687], [4.47249, -5.22064, -2.20033], [1.84294, -5.62511, -0.89894], [2.42616, -6.29339, -2.34962], [2.56108, -3.22249, -2.15205], [0.94299, -3.82765, -2.27220], [1.94382, -5.08961, -5.72745], [0.51859, -4.71944, -4.92836], [1.60861, -6.11554, -4.30140]], "e_lumo_ev": 0.604, "relative_energy_ev": 16.7183, "homo_ev": -8.014, "smiles": "COCCNCCOC.COCCNCCOC.COCCNCCOC.COCCNCCOC.COCCNCCOC.COCCNCCOC"}